DFT (wB97M-V/def2-TZVPD) results for a molecular structure, C56H140As4F24N7O7 in a non-equilibrium geometry.

E_HOMO = -13.87 eV
Gap between HOMO and LUMO = 9.921 eV
Total energy = -14466.952514 Ha
Net charge = +3
2S+1 = 1

Geometry (Å):
1 C -13.6518 -21.3621 17.7906
2 C -12.9828 -22.3677 18.6190
3 N -13.4592 -22.2437 20.0881
4 C -14.9602 -22.5075 20.2045
5 C -12.7022 -23.2377 20.9434
6 C -12.9699 -24.7033 20.7611
7 C -13.0819 -20.8145 20.6107
8 C -11.6850 -20.1972 20.2447
9 O -10.5656 -20.8977 20.7295
10 C -9.2739 -20.5777 20.1633
11 H -13.3491 -20.3704 18.0140
12 H -14.7589 -21.3842 17.7021
13 H -13.1612 -21.5113 16.7737
14 H -11.9072 -22.1413 18.5786
15 H -13.1532 -23.4274 18.2986
16 H -15.1947 -23.3833 19.6514
17 H -15.4503 -21.5915 19.7725
18 H -15.2622 -22.7527 21.2268
19 H -13.1052 -23.0355 21.9318
20 H -11.6755 -22.9825 20.8094
21 H -12.7758 -25.2336 21.7205
22 H -12.4421 -25.2441 19.9621
23 H -14.0390 -24.8119 20.6238
24 H -13.1336 -20.8481 21.7137
25 H -13.8990 -20.1188 20.2317
26 H -11.7112 -19.2347 20.8040
27 H -11.6455 -20.0517 19.1874
28 H -9.2469 -20.8508 19.1187
29 H -8.6525 -21.1172 20.8564
30 H -9.0363 -19.5282 20.2905
31 C -12.5823 -24.3601 7.8962
32 C -13.5885 -24.7773 6.8850
33 N -14.3502 -23.7244 6.1442
34 C -15.0145 -24.4289 5.0716
35 C -15.3684 -23.1175 7.1449
36 C -16.4865 -23.9122 7.7635
37 C -13.5184 -22.6064 5.5781
38 C -14.2055 -21.6550 4.5686
39 O -14.1202 -22.2712 3.2914
40 C -13.8162 -21.4480 2.0832
41 H -11.7829 -23.9041 7.3412
42 H -12.3403 -25.1399 8.5989
43 H -12.9390 -23.6182 8.6013
44 H -14.3876 -25.4418 7.2148
45 H -13.0445 -25.3789 6.1757
46 H -14.3290 -24.5836 4.2707
47 H -15.8430 -23.7712 4.7614
48 H -15.4276 -25.3692 5.4096
49 H -15.7586 -22.1756 6.6842
50 H -14.7590 -22.8151 7.9849
51 H -17.3213 -24.2990 7.1147
52 H -16.9064 -23.3133 8.5291
53 H -15.9857 -24.7755 8.3039
54 H -12.7762 -23.0574 4.9695
55 H -13.0945 -22.0152 6.3584
56 H -13.6707 -20.6657 4.5827
57 H -15.2684 -21.3769 4.6918
58 H -12.7618 -21.1729 2.0932
59 H -14.4981 -20.5987 2.0467
60 H -13.9083 -22.1223 1.2122
61 C -2.0031 -25.9709 9.8177
62 C -3.2105 -26.5858 10.5704
63 N -3.8710 -27.7377 9.9512
64 C -2.9290 -28.8323 9.8248
65 C -4.9291 -28.2656 10.8891
66 C -4.4627 -28.7658 12.2864
67 C -4.5501 -27.3280 8.6491
68 C -5.3999 -26.0791 8.6877
69 O -6.6160 -26.1474 9.3654
70 C -7.5841 -26.8765 8.6134
71 H -1.8026 -25.0126 10.3168
72 H -2.0969 -26.0120 8.6807
73 H -1.0861 -26.5541 9.9654
74 H -3.9650 -25.9123 10.9000
75 H -2.8248 -27.0026 11.5357
76 H -3.3802 -29.6850 9.2998
77 H -2.5015 -29.0972 10.7914
78 H -2.1456 -28.5004 9.1446
79 H -5.2762 -29.1244 10.3218
80 H -5.6722 -27.4843 11.0675
81 H -3.9410 -29.6686 12.1964
82 H -5.4157 -28.9762 12.7478
83 H -4.0004 -27.9442 12.8854
84 H -5.1969 -28.1124 8.2866
85 H -3.7909 -27.2128 7.8421
86 H -5.5990 -25.9193 7.5589
87 H -5.0086 -25.1445 9.0695
88 H -7.8403 -26.3309 7.6887
89 H -8.5097 -26.9335 9.1873
90 H -7.3310 -27.8864 8.3363
91 C -9.8774 -32.8525 17.2808
92 C -11.2845 -33.5083 17.1672
93 N -11.7694 -34.0483 15.8321
94 C -10.9398 -35.2368 15.4763
95 C -13.1689 -34.4800 15.9836
96 C -13.8741 -35.0990 14.7641
97 C -11.5155 -33.0706 14.7238
98 C -12.2332 -31.7416 14.7140
99 O -11.7672 -30.9033 15.7548
100 C -12.2557 -29.5865 15.4851
101 H -8.9224 -33.4745 17.3047
102 H -9.8620 -32.3809 18.2642
103 H -9.8293 -32.0530 16.5851
104 H -12.0265 -32.7703 17.5430
105 H -11.3601 -34.4145 17.8300
106 H -11.2937 -36.1625 15.9866
107 H -9.8718 -34.9622 15.6641
108 H -11.0252 -35.4064 14.3963
109 H -13.6635 -33.5467 16.2468
110 H -13.2844 -35.0694 16.8566
111 H -13.5316 -36.1682 14.5813
112 H -13.8549 -34.4674 13.9006
113 H -14.8838 -35.3235 15.1221
114 H -11.8473 -33.5264 13.7828
115 H -10.4571 -32.8988 14.6968
116 H -13.2938 -31.8646 14.8043
117 H -12.0047 -31.2354 13.7920
118 H -11.9346 -29.2135 14.4407
119 H -11.9664 -28.8645 16.2992
120 H -13.3448 -29.5549 15.4181
121 C -14.6787 -17.4029 10.5966
122 C -14.0142 -16.1946 11.3867
123 N -12.5507 -16.3357 11.7193
124 C -12.0697 -15.1577 12.4789
125 C -12.1991 -17.6405 12.4643
126 C -12.9447 -17.9147 13.7213
127 C -11.8892 -16.3090 10.3160
128 C -10.4118 -16.0870 10.1549
129 O -9.6021 -16.8020 10.9655
130 C -8.5808 -17.5969 10.2600
131 H -15.6878 -17.2901 10.7695
132 H -14.4217 -18.3636 10.9801
133 H -14.5116 -17.2674 9.5430
134 H -14.4407 -15.9435 12.3642
135 H -14.0539 -15.2620 10.8321
136 H -12.5383 -14.9605 13.4487
137 H -12.2771 -14.2205 11.9300
138 H -10.9879 -15.2942 12.6548
139 H -11.1421 -17.4910 12.7423
140 H -12.3383 -18.4802 11.8188
141 H -13.0381 -17.0272 14.3482
142 H -12.2937 -18.6561 14.1958
143 H -13.9802 -18.3194 13.5630
144 H -12.3688 -15.5145 9.7379
145 H -12.1665 -17.2827 9.9338
146 H -10.1616 -14.9765 10.2901
147 H -10.2069 -16.3309 9.0483
148 H -7.7981 -16.8826 9.9840
149 H -8.9862 -18.0540 9.3658
150 H -8.1173 -18.2382 10.9906
151 C -4.8555 -21.3891 17.1313
152 C -4.5780 -19.9598 17.0122
153 N -4.4192 -19.3090 15.6397
154 C -3.2892 -19.8281 14.9238
155 C -5.6920 -19.6360 14.9271
156 C -5.6663 -19.0903 13.4802
157 C -4.2864 -17.8679 15.8446
158 C -5.4777 -17.0806 16.3453
159 O -6.2350 -16.6651 15.3383
160 C -7.3922 -15.9710 15.7546
161 H -4.6955 -21.6309 18.1367
162 H -4.2881 -22.0093 16.4170
163 H -5.9527 -21.5085 16.9663
164 H -3.6303 -19.6995 17.5267
165 H -5.3862 -19.3821 17.5460
166 H -3.0566 -19.1441 14.1036
167 H -3.4032 -20.8056 14.5548
168 H -2.4450 -19.8183 15.6688
169 H -6.5518 -19.2103 15.4636
170 H -5.8884 -20.7211 14.9157
171 H -5.5116 -18.0437 13.4552
172 H -6.6943 -19.2546 13.0041
173 H -4.9136 -19.5965 12.7929
174 H -3.9321 -17.4138 14.9582
175 H -3.4761 -17.6899 16.5547
176 H -5.0811 -16.2420 16.9933
177 H -6.1722 -17.6921 16.9752
178 H -8.2909 -16.6705 15.8073
179 H -7.4507 -15.3108 14.9218
180 H -7.3025 -15.3692 16.6551
181 C -9.0596 -24.5698 13.9235
182 C -10.2704 -24.1202 13.1622
183 N -9.9940 -23.7024 11.7197
184 C -9.8730 -25.0131 10.8638
185 C -11.2327 -23.0301 11.2720
186 C -11.4382 -21.6073 11.7995
187 C -8.7200 -22.9308 11.6158
188 C -8.3784 -22.2425 10.2900
189 O -8.2058 -23.1918 9.2850
190 C -8.5499 -22.7768 8.0159
191 H -9.3159 -24.6231 14.9643
192 H -8.2415 -23.8903 13.8724
193 H -8.6984 -25.5427 13.6308
194 H -10.7247 -23.1984 13.5636
195 H -11.1075 -24.8508 13.0423
196 H -10.8116 -25.5521 10.8266
197 H -9.1476 -25.6522 11.3686
198 H -9.4472 -24.7422 9.8374
199 H -12.1175 -23.6836 11.5269
200 H -11.2630 -22.9081 10.1982
201 H -11.6565 -20.8653 10.9905
202 H -10.5954 -21.2524 12.4057
203 H -12.3223 -21.6567 12.4242
204 H -7.8778 -23.5827 11.7787
205 H -8.7379 -22.1364 12.4550
206 H -7.5969 -21.4761 10.3572
207 H -9.2897 -21.6172 9.9748
208 H -8.5275 -23.7254 7.4095
209 H -7.8738 -22.0080 7.5934
210 H -9.5793 -22.4558 7.9312
211 As -13.1585 -27.2853 11.9960
212 F -13.9401 -27.3859 10.5219
213 F -11.5951 -27.6222 11.1787
214 F -12.2348 -27.0837 13.4034
215 F -14.5476 -26.8611 12.8836
216 F -13.4433 -28.9889 12.3825
217 F -12.9154 -25.5649 11.6563
218 As -9.9455 -20.4378 15.8073
219 F -9.9072 -21.7950 16.8870
220 F -11.3985 -21.1347 14.9671
221 F -10.0200 -19.1453 14.5891
222 F -8.5899 -19.7109 16.4919
223 F -8.8417 -21.2520 14.6244
224 F -11.0169 -19.5248 16.8604
225 As -4.8896 -24.0880 13.1826
226 F -3.9961 -25.5592 13.4323
227 F -6.1154 -25.0364 12.4237
228 F -5.7935 -22.5020 13.0476
229 F -3.5373 -23.2642 14.0004
230 F -4.2480 -23.7877 11.5951
231 F -5.6952 -24.2642 14.7464
232 As -12.4329 -19.7343 7.7235
233 F -13.9460 -20.6116 7.4859
234 F -11.5686 -21.2415 8.0698
235 F -10.9300 -18.8379 8.0510
236 F -13.2174 -18.2419 7.5423
237 F -12.7886 -19.6458 9.4519
238 F -12.0811 -19.9415 6.0284


DFT (wB97M-V/def2-TZVPD) results for 14 unconnected molecules or ions with the total composition C56H147N7O21 in a non-equilibrium geometry.

E_HOMO = -8.26 eV
Gap between HOMO and LUMO = 8.760 eV
Energy above the lowest of the compared OMol25 structures with the same formula, charge and spin = 0.1621 eV
Total energy = -4184.707603 Ha
2S+1 = 1

Geometry (Å):
1 C 2.7555 2.3895 -0.8911
2 C 2.8231 3.6224 -0.0158
3 O 2.9440 4.8227 -0.7503
4 H 1.8827 2.4899 -1.5363
5 H 2.4807 1.5320 -0.2768
6 H 3.6627 2.2502 -1.4789
7 H 3.6067 3.5688 0.7399
8 H 1.8969 3.7142 0.5516
9 H 2.4242 4.6958 -1.5473
10 C -3.2709 -2.2640 2.7606
11 C -4.1470 -3.0078 1.7503
12 O -3.3100 -3.6831 0.8997
13 H -2.7005 -2.9773 3.3555
14 H -3.7800 -1.6716 3.5208
15 H -2.5045 -1.6352 2.3074
16 H -4.7070 -2.2579 1.1916
17 H -4.8896 -3.6610 2.2084
18 H -3.8195 -4.2915 0.3594
19 C 0.9090 0.3741 -5.4009
20 C 1.6689 -0.2671 -4.2460
21 O 2.5476 -1.2731 -4.6778
22 H 0.2291 -0.2856 -5.9399
23 H 1.5819 0.7754 -6.1587
24 H 0.2937 1.1887 -5.0188
25 H 0.9483 -0.7671 -3.5988
26 H 2.1650 0.4963 -3.6466
27 H 3.3959 -1.1396 -4.2487
28 C 4.0391 -1.3351 4.1103
29 C 3.0538 -1.3292 2.9270
30 O 1.9536 -0.4933 3.2573
31 H 3.5141 -1.6520 5.0114
32 H 4.2675 -0.3019 4.3719
33 H 4.9590 -1.9092 3.9985
34 H 2.6299 -2.3068 2.6970
35 H 3.6445 -1.0173 2.0656
36 H 1.4963 -0.9011 3.9963
37 C 0.8953 -1.8150 -0.3728
38 C -0.0873 -0.9624 0.4410
39 O 0.6003 0.1500 0.9137
40 H 0.3762 -2.6133 -0.9033
41 H 1.6416 -2.2249 0.3077
42 H 1.5045 -1.2170 -1.0507
43 H -0.6423 -1.4874 1.2186
44 H -0.9195 -0.6476 -0.1886
45 H 1.2199 -0.1006 1.6028
46 C -2.1954 -2.3709 -3.0421
47 C -2.9452 -1.4758 -2.0667
48 O -4.1415 -1.0634 -2.7573
49 H -2.8931 -3.1301 -3.3954
50 H -1.3002 -2.7662 -2.5622
51 H -1.8737 -1.8809 -3.9611
52 H -2.3772 -0.5690 -1.8587
53 H -3.1927 -1.9447 -1.1143
54 H -4.6266 -0.5164 -2.1352
55 C -0.8056 0.2529 4.7623
56 C -0.6236 -0.7226 5.9387
57 O 0.6745 -1.2929 5.8333
58 H -0.5854 -0.2752 3.8346
59 H -0.1623 1.1328 4.7674
60 H -1.8504 0.5591 4.7100
61 H -1.3297 -1.5516 5.8915
62 H -0.7183 -0.2562 6.9194
63 H 0.8006 -1.9264 6.5435
64 C -1.1380 -3.8444 -6.2733
65 O -0.4242 -4.3520 -5.1715
66 C 0.9804 -4.3730 -5.3663
67 C 1.5646 -4.8426 -4.0241
68 N 1.3500 -6.3068 -3.8317
69 C 1.6331 -6.7972 -2.5084
70 C 0.3942 -6.7348 -1.4778
71 O -0.5844 -7.6826 -1.8958
72 C -1.8190 -7.3421 -1.2852
73 H -2.2112 -4.0246 -6.2109
74 H -0.8041 -4.3531 -7.1777
75 H -0.9291 -2.7843 -6.4164
76 H 1.3670 -3.3625 -5.4988
77 H 1.2818 -4.8800 -6.2829
78 H 1.1179 -4.2881 -3.1988
79 H 2.6134 -4.5497 -3.9770
80 H 0.3611 -6.4558 -3.9729
81 H 2.4695 -6.2702 -2.0493
82 H 2.0612 -7.7959 -2.5955
83 H 0.0153 -5.7137 -1.4337
84 H 0.7581 -7.0138 -0.4890
85 H -2.5418 -7.9663 -1.8106
86 H -2.2141 -6.3284 -1.3521
87 H -1.7363 -7.6705 -0.2491
88 C -1.0480 1.4537 -2.4940
89 O -0.6363 2.6175 -3.1248
90 C -0.9288 3.8371 -2.4645
91 C -0.1538 5.0287 -3.0921
92 N 1.2886 4.6605 -3.1120
93 C 1.9827 5.5407 -4.1200
94 C 3.2529 4.8277 -4.4708
95 O 2.9968 3.5845 -5.1541
96 C 4.1102 2.9551 -5.7436
97 H -0.8165 0.5736 -3.0940
98 H -2.1074 1.4888 -2.2399
99 H -0.5741 1.3851 -1.5148
100 H -0.7528 3.7273 -1.3944
101 H -2.0006 4.0013 -2.5759
102 H -0.4295 5.9648 -2.6064
103 H -0.5519 5.1091 -4.1036
104 H 1.3104 3.7427 -3.5331
105 H 2.2499 6.5139 -3.7083
106 H 1.2880 5.7467 -4.9343
107 H 3.9385 4.6160 -3.6503
108 H 3.8278 5.4567 -5.1504
109 H 4.9565 2.9700 -5.0569
110 H 4.3123 3.3450 -6.7412
111 H 3.7956 1.9162 -5.8422
112 C 7.4756 2.2524 -1.3156
113 O 6.3414 1.5105 -1.8353
114 C 6.6339 0.8218 -3.0274
115 C 5.3195 0.2799 -3.6014
116 N 4.9497 -1.1201 -3.2939
117 C 4.6890 -1.2775 -1.8625
118 C 4.1993 -2.7215 -1.5478
119 O 4.0889 -2.8973 -0.0981
120 C 3.8998 -4.2200 0.3033
121 H 8.3371 1.6532 -1.0209
122 H 7.1263 2.8802 -0.4959
123 H 7.8276 3.0071 -2.0189
124 H 7.3188 -0.0082 -2.8538
125 H 7.1597 1.4409 -3.7543
126 H 5.4388 0.3502 -4.6826
127 H 4.5627 1.0396 -3.4059
128 H 5.8005 -1.6393 -3.4574
129 H 3.8741 -0.6064 -1.5910
130 H 5.5974 -1.0920 -1.2892
131 H 4.9109 -3.4611 -1.9146
132 H 3.2404 -2.9494 -2.0133
133 H 4.8716 -4.6993 0.1854
134 H 3.1712 -4.7423 -0.3168
135 H 3.5266 -4.2608 1.3266
136 C -5.0024 3.8388 -3.7117
137 O -4.8283 4.1848 -2.3481
138 C -4.9211 5.5463 -2.0686
139 C -4.5524 5.7461 -0.6136
140 N -3.1518 5.4554 -0.3660
141 C -2.6687 5.7720 0.9296
142 C -1.4742 4.9066 1.3196
143 O -1.7765 3.5305 1.4469
144 C -0.7159 2.8384 2.0908
145 H -5.2838 2.7866 -3.7546
146 H -4.0572 3.9950 -4.2316
147 H -5.7769 4.4458 -4.1805
148 H -5.9321 5.8876 -2.2910
149 H -4.2093 6.1037 -2.6775
150 H -5.2039 5.2327 0.0936
151 H -4.6279 6.8040 -0.3620
152 H -2.9445 4.5110 -0.6577
153 H -3.4205 5.6632 1.7113
154 H -2.4295 6.8342 0.8794
155 H -1.1265 5.2503 2.2938
156 H -0.7111 5.1662 0.5859
157 H 0.1853 2.8995 1.4808
158 H -0.8963 1.7928 2.3404
159 H -0.4295 3.3114 3.0301
160 C 2.9526 2.7854 3.4273
161 O 2.2733 4.0979 3.3178
162 C 2.5422 4.9742 4.4314
163 C 1.6551 6.2405 4.2241
164 N 2.0978 6.8148 2.9935
165 C 1.2325 7.8884 2.5415
166 C 1.1662 9.0858 3.4262
167 O 0.1918 8.8792 4.4578
168 C 0.0358 9.8789 5.5325
169 H 2.7670 2.2009 4.3283
170 H 4.0316 2.8141 3.2755
171 H 2.6477 2.2187 2.5475
172 H 3.6110 5.1873 4.4478
173 H 2.2315 4.5728 5.3960
174 H 1.7367 6.8220 5.1424
175 H 0.6103 5.9470 4.1216
176 H 2.2077 6.0073 2.3969
177 H 0.2321 7.4749 2.4140
178 H 1.5330 8.1531 1.5277
179 H 0.7684 9.9260 2.8571
180 H 2.1335 9.4641 3.7569
181 H 0.7287 9.7326 6.3611
182 H -0.9748 9.7962 5.9324
183 H 0.1863 10.8883 5.1499
184 C -6.3781 3.1562 2.7602
185 O -5.5976 2.0036 2.4187
186 C -4.3324 2.3193 1.7438
187 C -3.9204 1.2785 0.6596
188 N -4.4449 1.3475 -0.6743
189 C -5.9392 1.3706 -0.6615
190 C -6.6171 0.1207 -0.0804
191 O -6.4005 -0.8900 -1.0301
192 C -7.1750 -2.0559 -0.9024
193 H -6.8166 3.6320 1.8830
194 H -5.7691 3.9548 3.1839
195 H -7.1874 2.8741 3.4337
196 H -3.6386 2.4102 2.5795
197 H -4.2414 3.2977 1.2720
198 H -4.0896 0.2515 0.9833
199 H -2.8333 1.2680 0.5812
200 H -4.1212 2.1723 -1.1590
201 H -6.2383 1.5926 -1.6859
202 H -6.1998 2.2632 -0.0927
203 H -7.6619 0.4299 -0.0504
204 H -6.3302 -0.0895 0.9500
205 H -7.0345 -2.4544 0.1024
206 H -6.8164 -2.7308 -1.6794
207 H -8.2306 -1.8505 -1.0803
208 C 2.5274 -10.5763 4.8959
209 O 1.2980 -9.8684 4.9648
210 C 0.2499 -10.3988 4.1756
211 C -1.1023 -9.6373 4.3341
212 N -0.9912 -8.1881 4.0940
213 C -0.9034 -7.8942 2.6399
214 C -0.8588 -6.3519 2.4674
215 O 0.2869 -5.7562 3.1157
216 C 0.2307 -4.3817 3.3604
217 H 3.2223 -10.2178 5.6553
218 H 2.9226 -10.6634 3.8838
219 H 2.3209 -11.6146 5.1555
220 H 0.0596 -11.4611 4.3286
221 H 0.6025 -10.3814 3.1444
222 H -1.4358 -9.7348 5.3673
223 H -1.8881 -10.1171 3.7507
224 H -0.1382 -7.8748 4.5349
225 H -1.7037 -8.3064 2.0254
226 H 0.0701 -8.2773 2.3338
227 H -1.7968 -5.8725 2.7475
228 H -0.7548 -6.1420 1.4029
229 H -0.6511 -4.0744 3.9225
230 H 0.3817 -3.7764 2.4666
231 H 1.0987 -4.1062 3.9594